This record from the Open Molecules 2025 dataset describes a single C4H6N2O molecule. The level of theory is ωB97M-V with the def2-TZVPD basis set.

Bonds (Å) are listed after each position.
CARTESIAN COORDINATES (ANGSTROEM)
1 N 0.631 1.018 -1.694  C2 1.381, H8 1.008, H9 1.025
2 C 0.084 0.210 -0.716  N1 1.381, C3 1.428, C6 1.391
3 C 0.226 -1.196 -0.514  C2 1.428, C4 1.389, H10 1.085
4 C -0.396 -1.507 0.688  C3 1.389, N5 1.356, H11 1.081
5 N -0.932 -0.370 1.197  C4 1.356, C6 1.383, H12 1.008
6 C -0.573 0.706 0.405  C2 1.391, N5 1.383, O7 1.399
7 O -0.095 1.784 1.157  C6 1.399, H13 0.983
8 H 0.303 1.967 -1.781  N1 1.008
9 H 1.201 0.609 -2.441  N1 1.025
10 H 0.806 -1.887 -1.116  C3 1.085
11 H -0.553 -2.456 1.182  C4 1.081
12 H -1.394 -0.222 2.081  N5 1.008
13 H 0.691 1.343 1.550  O7 0.983

Values from the calculation:
**Kohn-Sham gap**: 8.173 eV
**Energy relative to the best compared isomer or geometry (same formula, charge and spin)**: 45.0 kcal per mole
**E_LUMO**: 0.92 eV
**SMILES string**: Nc1cc[nH]c1O
**Multiplicity**: 1
**E**: -9271.549 eV